Record 1
Density functional theory data (wB97M-V/def2-TZVPD) for a 5-piece molecular cluster, C27H56BN2O14S overall at a distorted geometry.

E_HOMO (spin up / spin down), hartree: -0.3059 / -0.3060
Orbital gap (spin up / spin down), hartree: 0.3158 / 0.2895
LUMO (spin up / spin down), eV: 0.269 / -0.448
2S+1: 2

Bonds (Å) are listed after each position.
Geometry (Å):
1 C 5.4322 -1.6153 -1.4157  N2 1.518, H18 1.193, H19 1.171, H20 1.185
2 N 5.2455 -0.2398 -2.0290  C1 1.518, C3 1.531, B4 1.535
3 C 6.2075 0.7770 -1.4082  N2 1.531, H21 1.187, H22 1.182, H23 1.193
4 B 3.8648 0.2373 -1.5567  N2 1.535, O5 1.475, C6 1.677
5 O 3.7994 0.8467 -0.2152  B4 1.475, H24 1.022
6 C 2.5578 0.0842 -2.5969  B4 1.677, S7 1.913, C8 1.629, C17 1.636
7 S 3.3604 -0.3114 -4.2873  C6 1.913, H25 1.412
8 C 1.7893 1.5065 -2.7995  C6 1.629, C9 1.627, H26 1.178, H27 1.192
9 C 0.3114 1.6489 -2.1346  C8 1.627, C10 1.676, C11 1.672, N12 1.500
10 C -0.5873 2.5428 -3.2305  C9 1.676, H28 1.175, H29 1.179, H30 1.173
11 C 0.3895 2.6400 -0.7897  C9 1.672, H31 1.193, H32 1.170, H33 1.177
12 N -0.4680 0.3856 -1.9195  C9 1.500, O13 1.348, C14 1.504
13 O -1.6626 0.5871 -1.3293  N12 1.348
14 C 0.3150 -0.7440 -1.3083  N12 1.504, C15 1.640, C16 1.675, C17 1.669
15 C 0.7057 -0.5665 0.2743  C14 1.640, H34 1.194, H35 1.169, H36 1.194
16 C -0.7062 -2.0706 -1.3572  C14 1.675, H37 1.185, H38 1.193, H39 1.173
17 C 1.6077 -1.2036 -2.2586  C6 1.636, C14 1.669, H40 1.193, H41 1.170
18 H 4.3416 -2.0702 -1.2520  C1 1.193
19 H 5.9415 -1.5829 -0.3617  C1 1.171
20 H 6.0552 -2.2489 -2.1993  C1 1.185
21 H 7.2774 0.6956 -1.9149  C3 1.187
22 H 5.8068 1.8826 -1.5252  C3 1.182
23 H 6.4014 0.5677 -0.2500  C3 1.193
24 H 3.5417 0.0814 0.4110  O5 1.022
25 H 3.7651 0.8898 -4.9096  S7 1.412
26 H 1.7072 1.7173 -3.9552  C8 1.178
27 H 2.4952 2.3485 -2.3364  C8 1.192
28 H -0.0089 3.5221 -3.5258  C10 1.175
29 H -1.5564 2.8559 -2.6368  C10 1.179
30 H -0.8764 1.8709 -4.1475  C10 1.173
31 H 1.5181 2.6816 -0.4042  C11 1.193
32 H -0.2495 2.2461 0.1074  C11 1.170
33 H 0.1005 3.7485 -1.0581  C11 1.177
34 H -0.2427 -0.6693 0.9918  C15 1.194
35 H 1.3438 0.3795 0.5302  C15 1.169
36 H 1.3908 -1.5038 0.5514  C15 1.194
37 H -1.4969 -1.9794 -2.2358  C16 1.185
38 H -1.2346 -2.2083 -0.2970  C16 1.193
39 H -0.0267 -3.0145 -1.5105  C16 1.173
40 H 1.1126 -1.5393 -3.2913  C17 1.193
41 H 2.1655 -2.1487 -1.8516  C17 1.170
42 C -2.4633 9.5806 -3.9680  C43 1.519, H49 1.095, H50 1.093, H51 1.094
43 C -1.3972 9.1813 -2.9621  C42 1.519, O44 1.433, H52 1.096, H53 1.096
44 O -0.9149 7.8566 -3.2199  C43 1.433, C45 1.355
45 C -0.0641 7.7335 -4.2672  O44 1.355, O46 1.223, O47 1.356
46 O 0.3262 8.6404 -4.9887  C45 1.223
47 O 0.2650 6.4240 -4.3948  C45 1.356, C48 1.426
48 C 1.0746 6.1420 -5.5343  O47 1.426, H54 1.095, H55 1.094, H56 1.094
49 H -3.2680 8.8386 -3.9911  C42 1.095
50 H -2.8860 10.5572 -3.7168  C42 1.093
51 H -2.0544 9.6357 -4.9813  C42 1.094
52 H -1.8353 9.1689 -1.9575  C43 1.096
53 H -0.5687 9.8978 -2.9423  C43 1.096
54 H 1.9723 6.7682 -5.5508  C48 1.095
55 H 0.4889 6.2822 -6.4481  C48 1.094
56 H 1.3859 5.0952 -5.4797  C48 1.094
57 C -1.6285 -2.9767 4.1435  C58 1.519, H64 1.095, H65 1.093, H66 1.094
58 C -2.2781 -3.3444 2.8204  C57 1.519, O59 1.433, H67 1.096, H68 1.096
59 O -1.5749 -4.4168 2.1808  C58 1.433, C60 1.355
60 C -1.7849 -5.6506 2.7002  O59 1.355, O61 1.223, O62 1.356
61 O -2.5164 -5.9208 3.6421  C60 1.223
62 O -1.0246 -6.5366 2.0098  C60 1.356, C63 1.426
63 C -1.0710 -7.8634 2.5301  O62 1.426, H69 1.095, H70 1.094, H71 1.094
64 H -0.5656 -2.7558 4.0023  C57 1.095
65 H -2.1182 -2.1050 4.5860  C57 1.093
66 H -1.6879 -3.8019 4.8594  C57 1.094
67 H -2.2284 -2.4844 2.1426  C58 1.096
68 H -3.3374 -3.5952 2.9437  C58 1.096
69 H -2.1014 -8.2233 2.6141  C63 1.095
70 H -0.5695 -7.8974 3.5023  C63 1.094
71 H -0.5326 -8.5184 1.8396  C63 1.094
72 C -6.5322 6.5696 -1.2618  C73 1.519, H79 1.095, H80 1.093, H81 1.094
73 C -6.5449 5.5950 -0.0965  C72 1.519, O74 1.433, H82 1.096, H83 1.096
74 O -6.5615 4.2386 -0.5586  C73 1.433, C75 1.355
75 C -5.3829 3.7622 -1.0276  O74 1.355, O76 1.223, O77 1.356
76 O -4.3268 4.3764 -1.0787  C75 1.223
77 O -5.5793 2.4898 -1.4542  C75 1.356, C78 1.426
78 C -4.4351 1.9075 -2.0750  O77 1.426, H84 1.095, H85 1.094, H86 1.094
79 H -7.3667 6.3683 -1.9412  C72 1.095
80 H -6.6037 7.6006 -0.9048  C72 1.093
81 H -5.6149 6.4748 -1.8505  C72 1.094
82 H -7.4610 5.7421 0.4870  C73 1.096
83 H -5.7015 5.7624 0.5823  C73 1.096
84 H -3.5562 1.9646 -1.4251  C78 1.095
85 H -4.2411 2.4025 -3.0316  C78 1.094
86 H -4.6527 0.8534 -2.2683  C78 1.094
87 C 4.7345 -8.7443 7.4761  C88 1.519, H94 1.095, H95 1.093, H96 1.094
88 C 3.5995 -9.6911 7.1249  C87 1.519, O89 1.433, H97 1.096, H98 1.096
89 O 2.3301 -9.1294 7.4809  C88 1.433, C90 1.355
90 C 1.8631 -8.1609 6.6563  O89 1.355, O91 1.223, O92 1.356
91 O 2.4175 -7.7426 5.6498  C90 1.223
92 O 0.6815 -7.7156 7.1515  C90 1.356, C93 1.426
93 C 0.1345 -6.6128 6.4317  O92 1.426, H99 1.095, H100 1.094, H101 1.094
94 H 4.6841 -8.4577 8.5315  C87 1.095
95 H 5.7032 -9.2117 7.2795  C87 1.093
96 H 4.6767 -7.8198 6.8939  C87 1.094
97 H 3.7096 -10.6164 7.7022  C88 1.096
98 H 3.6161 -9.9698 6.0656  C88 1.096
99 H 0.0445 -6.8382 5.3643  C93 1.095
100 H 0.7547 -5.7247 6.5881  C93 1.094
101 H -0.8650 -6.4112 6.8267  C93 1.094

Record 2
Density functional theory data (wB97M-V/def2-TZVPD) for a 8-piece molecular cluster, C27H56Br14NO2 overall.

E_HOMO, hartree: -0.3977
Orbital gap, hartree: 0.2987
Net charge: +1
LUMO, eV: -2.696

Bonds (Å) are listed after each position.
Geometry (Å):
1 C 5.9176 0.9678 0.4189  O2 1.424, H17 1.093, H18 1.083, H19 1.088
2 O 5.4644 2.0323 -0.4117  C1 1.424, C3 1.407
3 C 4.1217 2.3839 -0.1808  O2 1.407, C4 1.543, H20 1.092, H21 1.091
4 C 3.9796 3.7900 0.4393  C3 1.543, C5 1.521, H22 1.085, H23 1.089
5 C 2.8680 4.5850 -0.2278  C4 1.521, C6 1.532, H24 1.087, H25 1.087
6 C 1.4949 3.9642 0.0463  C5 1.532, C7 1.532, H26 1.087, H27 1.088
7 C 0.9136 4.4257 1.3863  C6 1.532, C8 1.524, H28 1.088, H29 1.087
8 C -0.5668 4.1181 1.5752  C7 1.524, C9 1.541, H30 1.088, H31 1.087
9 C -1.4926 4.7998 0.5494  C8 1.541, C10 1.532, H32 1.086, H33 1.090
10 C -1.9176 3.9030 -0.6180  C9 1.532, C11 1.507, H34 1.093, H35 1.082
11 C -2.5616 2.6053 -0.2010  C10 1.507, C12 1.517, N16 1.506, H36 1.084
12 C -2.8591 1.6954 -1.3777  C11 1.517, O13 1.406, H37 1.083, H38 1.098
13 O -3.2374 0.4201 -0.9232  C12 1.406, C14 1.413
14 C -4.3672 0.4244 -0.0752  O13 1.413, C15 1.526, H39 1.090, H40 1.078
15 C -4.3912 1.5133 0.9942  C14 1.526, N16 1.503, H41 1.083, H42 1.084
16 N -3.8898 2.8308 0.4720  C11 1.506, C15 1.503, H43 1.023, H44 1.021
17 H 5.4776 0.0207 0.0953  C1 1.093
18 H 6.9937 0.9321 0.3050  C1 1.083
19 H 5.6340 1.1297 1.4572  C1 1.088
20 H 3.5719 2.3610 -1.1246  C3 1.092
21 H 3.6318 1.6596 0.4720  C3 1.091
22 H 4.9429 4.2799 0.3460  C4 1.085
23 H 3.7397 3.6820 1.4957  C4 1.089
24 H 3.0477 4.6373 -1.2987  C5 1.087
25 H 2.8872 5.5995 0.1619  C5 1.087
26 H 0.8290 4.2224 -0.7730  C6 1.087
27 H 1.6011 2.8820 0.0689  C6 1.088
28 H 1.4416 3.8931 2.1746  C7 1.088
29 H 1.1319 5.4788 1.5421  C7 1.087
30 H -0.6840 3.0365 1.5901  C8 1.088
31 H -0.8411 4.4677 2.5673  C8 1.087
32 H -0.9430 5.6337 0.1239  C9 1.086
33 H -2.3570 5.2336 1.0514  C9 1.090
34 H -2.6432 4.4511 -1.2253  C10 1.093
35 H -1.0748 3.6772 -1.2580  C10 1.082
36 H -1.9626 2.0207 0.4874  C11 1.084
37 H -1.9372 1.5747 -1.9332  C12 1.083
38 H -3.6073 2.1439 -2.0437  C12 1.098
39 H -5.3022 0.4055 -0.6354  C14 1.090
40 H -4.3252 -0.4991 0.4789  C14 1.078
41 H -5.4095 1.6599 1.3312  C15 1.083
42 H -3.7785 1.2512 1.8489  C15 1.084
43 H -4.5304 3.1622 -0.2530  N16 1.023
44 H -3.8052 3.5291 1.2124  N16 1.021
45 Br 4.5296 -2.9106 -0.6851  C46 1.947
46 C 6.4503 -2.9716 -0.9985  Br45 1.947, C47 1.506, H49 1.085, H50 1.087
47 C 7.1999 -3.5112 0.1907  C46 1.506, Br48 1.946, H51 1.088, H52 1.085
48 Br 7.3088 -2.1983 1.6233  C47 1.946
49 H 6.7554 -1.9629 -1.2581  C46 1.085
50 H 6.5840 -3.6239 -1.8583  C46 1.087
51 H 8.2296 -3.7340 -0.0794  C47 1.088
52 H 6.7369 -4.3960 0.6140  C47 1.085
53 Br 9.8906 2.2670 0.6767  C54 1.946
54 C 10.2183 1.7672 2.5285  Br53 1.946, C55 1.504, H57 1.085, H58 1.088
55 C 9.0183 1.0996 3.1423  C54 1.504, Br56 1.947, H59 1.088, H60 1.085
56 Br 7.6150 2.3827 3.5615  C55 1.947
57 H 10.5039 2.6735 3.0518  C54 1.085
58 H 11.0616 1.0810 2.5018  C54 1.088
59 H 9.2798 0.6357 4.0907  C55 1.088
60 H 8.5782 0.3572 2.4847  C55 1.085
61 Br -4.5909 -1.9569 2.7179  C62 1.949
62 C -2.6806 -1.7945 2.3672  Br61 1.949, C63 1.502, H65 1.087, H66 1.089
63 C -1.8965 -1.5063 3.6155  C62 1.502, Br64 1.951, H67 1.088, H68 1.085
64 Br -2.1094 0.3582 4.1501  C63 1.951
65 H -2.5547 -1.0130 1.6226  C62 1.087
66 H -2.3916 -2.7506 1.9332  C62 1.089
67 H -0.8314 -1.6384 3.4399  C63 1.088
68 H -2.2055 -2.1154 4.4581  C63 1.085
69 Br -4.0790 -5.6697 1.0728  C70 1.947
70 C -5.5204 -5.3663 -0.1999  Br69 1.947, C71 1.504, H73 1.086, H74 1.088
71 C -5.0093 -4.7507 -1.4732  C70 1.504, Br72 1.949, H75 1.088, H76 1.086
72 Br -4.5980 -2.8608 -1.2364  C71 1.949
73 H -6.2582 -4.7472 0.3011  C70 1.086
74 H -5.9442 -6.3480 -0.3985  C70 1.088
75 H -5.7691 -4.7843 -2.2512  C71 1.088
76 H -4.0962 -5.2147 -1.8334  C71 1.086
77 Br -7.8733 -3.1930 2.9152  C78 1.947
78 C -8.4157 -1.6421 3.9592  Br77 1.947, C79 1.504, H81 1.085, H82 1.088
79 C -9.8121 -1.1993 3.6189  C78 1.504, Br80 1.947, H83 1.087, H84 1.085
80 Br -9.8680 -0.2729 1.9070  C79 1.947
81 H -7.6799 -0.8667 3.7715  C78 1.085
82 H -8.3537 -1.9564 4.9986  C78 1.088
83 H -10.1732 -0.4812 4.3514  C79 1.087
84 H -10.5080 -2.0283 3.5496  C79 1.085
85 Br -1.7392 -5.0736 -3.0140  C86 1.949
86 C -1.1757 -3.2865 -2.4772  Br85 1.949, C87 1.504, H89 1.085, H90 1.088
87 C 0.3155 -3.1165 -2.5716  C86 1.504, Br88 1.947, H91 1.088, H92 1.086
88 Br 1.2390 -3.9972 -1.1014  C87 1.947
89 H -1.5547 -3.1304 -1.4730  C86 1.085
90 H -1.6820 -2.6099 -3.1628  C86 1.088
91 H 0.5811 -2.0643 -2.4930  C87 1.088
92 H 0.7267 -3.5235 -3.4901  C87 1.086
93 Br 2.1614 -3.7286 -5.7125  C94 1.946
94 C 0.6658 -3.6578 -6.9549  Br93 1.946, C95 1.504, H97 1.086, H98 1.087
95 C 0.5823 -2.3244 -7.6451  C94 1.504, Br96 1.949, H99 1.087, H100 1.085
96 Br -0.1142 -0.9508 -6.4513  C95 1.949
97 H -0.2280 -3.8824 -6.3810  C94 1.086
98 H 0.8440 -4.4545 -7.6731  C94 1.087
99 H -0.1153 -2.3681 -8.4782  C95 1.087
100 H 1.5468 -1.9735 -7.9959  C95 1.085